Entry 1:
77
Properties=species:S:1:pos:R:3:forces:R:3 method="wB97M-V/def2-TZVPD" homo_lumo_gap_ev=8.423 lumo_energy_ev=3.95 relative_energy_ev=2.3977 homo_ev=-4.4726 total_charge=-2
H 36.87340 -29.85090 -21.40679 -0.070 0.421 -0.087
S 32.23132 -30.84075 -21.78210 -0.282 -1.140 0.705
C 36.59284 -32.15042 -23.42328 0.100 1.061 0.074
H 35.44165 -33.60408 -22.89477 -0.734 0.029 0.537
H 29.95996 -30.52179 -22.43401 -0.651 -0.018 -0.628
H 32.95763 -32.31456 -25.91169 -0.007 0.301 -0.252
H 33.75124 -26.19081 -24.39801 -0.686 -0.156 -0.186
H 33.95779 -29.35741 -20.03696 -0.684 0.193 0.564
O 30.30160 -25.67941 -20.37501 -0.515 0.148 -0.745
O 31.77401 -35.87892 -20.25417 -0.182 -0.009 -0.435
H 29.36891 -32.86516 -25.22703 -0.080 0.017 0.283
O 26.80504 -30.41048 -22.47492 0.612 -0.800 0.836
N 33.64010 -27.11893 -24.03230 0.686 -0.054 0.602
H 32.43339 -33.58415 -23.92477 -0.249 0.054 0.028
C 30.85201 -34.14496 -25.15244 1.484 -0.497 -1.180
C 31.97020 -34.81074 -20.84893 1.167 -1.377 1.713
H 28.58090 -31.36728 -15.69665 0.200 -0.112 0.007
H 31.37081 -28.55459 -25.74411 0.190 -0.148 -0.109
N 30.17131 -33.10789 -24.66667 -2.064 0.692 -0.019
N 32.12411 -34.15248 -24.69674 1.840 -0.503 0.782
H 33.62410 -29.37189 -23.21303 0.818 0.185 -0.070
C 35.81291 -28.70159 -20.07706 1.221 -0.534 0.233
H 32.12593 -26.24170 -22.15190 -0.065 0.142 0.284
H 37.99215 -32.84581 -24.66929 -0.173 0.088 0.003
O 32.11613 -29.49317 -22.33075 0.294 0.127 -0.502
N 29.02986 -30.34158 -22.81012 0.915 -0.225 -0.579
O 35.83954 -27.49134 -24.48736 0.540 0.382 0.481
H 30.64417 -32.35946 -24.16994 -0.314 -0.406 -0.076
O 30.50107 -34.95020 -26.00900 -0.726 0.105 0.165
H 35.22522 -30.29329 -21.24451 0.254 0.370 0.262
N 31.08591 -34.18185 -21.58985 -2.197 0.677 -1.226
N 35.98107 -29.67237 -20.97912 0.340 -1.415 -1.323
C 27.95261 -30.58898 -22.02243 -1.544 1.767 -2.051
N 37.12728 -33.10187 -24.22160 1.871 -0.707 -1.531
H 29.54474 -32.72584 -16.23225 -0.202 0.083 0.575
H 31.94304 -27.95619 -21.85994 0.025 1.739 0.411
N 35.54465 -32.61729 -22.74064 -0.372 -0.686 0.401
N 34.60141 -28.82908 -19.47380 0.081 0.640 0.441
N 33.15392 -34.15783 -20.72368 0.597 0.601 -0.394
N 30.20691 -27.91243 -20.28064 -1.601 -0.312 0.734
H 34.91258 -32.09276 -22.13248 0.142 -0.028 -0.419
H 29.29129 -30.89307 -20.61619 -0.098 0.062 0.734
C 32.34638 -30.33219 -26.20708 1.005 0.669 -1.070
O 36.73384 -27.94103 -19.80224 -0.439 0.637 0.656
H 30.50884 -28.80958 -20.57972 0.026 -0.618 -0.083
O 29.07514 -30.12046 -17.82301 -0.279 -0.140 0.184
N 28.29979 -30.83389 -20.77284 -0.376 -0.632 1.111
H 32.80883 -34.78438 -25.07156 -0.442 -0.273 -0.033
O 31.60735 -31.76298 -22.77065 0.988 -0.266 -0.916
H 32.24348 -31.49218 -24.56695 0.473 -0.350 -0.271
C 29.30189 -31.30070 -17.58571 0.424 1.085 -0.709
H 35.35222 -29.66269 -23.44235 -0.203 -0.292 -0.077
H 30.39039 -31.73687 -19.24859 0.198 -0.368 0.106
N 28.96695 -31.92941 -16.43556 -0.693 -0.493 1.052
O 33.60987 -31.23622 -21.43958 -0.205 0.360 -0.608
H 33.26296 -33.33511 -21.29013 0.375 0.264 0.221
O 37.06445 -31.01722 -23.40265 -0.256 -0.311 0.248
H 34.33492 -28.11890 -18.81378 -0.401 -0.023 -0.367
N 32.60855 -31.46340 -25.51310 0.099 -0.183 0.170
N 31.79210 -26.96578 -21.54046 0.342 -1.191 -1.215
H 33.97983 -34.62884 -20.40234 -0.277 -0.104 0.152
O 32.71307 -30.05322 -27.34898 -0.371 -0.622 0.292
H 28.87924 -30.46751 -23.79737 0.120 0.142 0.068
H 32.83906 -27.71617 -23.93403 -0.744 1.023 -0.320
H 31.16099 -33.22505 -21.96902 0.238 -0.667 0.273
N 29.95058 -32.12441 -18.42055 0.267 -0.230 -0.586
H 29.35661 -27.77920 -19.75721 0.167 -0.557 0.104
H 30.22809 -34.67922 -21.76590 0.033 0.108 0.138
N 34.50942 -29.15247 -23.67051 0.774 -0.609 0.236
C 30.68001 -26.77931 -20.79065 1.528 1.526 1.089
H 27.60308 -30.72639 -20.05549 0.426 -0.057 0.171
H 36.86484 -34.06253 -24.34442 -0.378 0.156 0.343
C 34.77864 -27.88141 -24.03027 -0.395 -0.093 -1.382
H 29.90198 -33.11191 -18.24686 0.274 -0.014 -0.421
O 31.42308 -30.97714 -20.59454 -1.084 0.474 1.544
H 31.51518 -29.75529 -24.47828 -0.304 0.643 0.207
N 31.67665 -29.45491 -25.42446 -0.788 0.246 0.648

Entry 2:
77
Properties=species:S:1:pos:R:3:forces:R:3 method="wB97M-V/def2-TZVPD" homo_lumo_gap_ev=4.172 lumo_energy_ev=3.07 relative_energy_ev=14.0953 homo_ev=-1.1021 total_charge=-2
H -3.05952 -1.94149 -5.36572 -0.153 -0.130 0.016
N -1.59075 -1.16362 -6.98684 7.565 4.860 1.879
H 3.02226 -6.97872 -1.53815 -0.229 0.401 0.886
C 4.00190 -5.77598 -2.61328 4.597 -1.229 -2.342
N -4.65140 1.84894 4.69967 -0.449 3.039 -8.723
H -3.74707 -6.38710 -0.55525 0.255 0.208 0.434
N -3.82778 0.99536 6.33716 4.913 -3.760 5.608
O -2.93571 -2.07605 -8.38071 -1.286 -0.963 -5.961
N 6.46069 2.65503 3.52890 -3.969 0.620 -1.085
N 3.10436 -5.98534 -1.70111 -2.005 -1.328 1.875
N -5.72219 2.80241 -2.94734 2.926 2.450 -0.735
H 5.68389 3.25192 -2.85988 -0.469 -0.038 0.179
H 1.23314 6.13012 2.79655 -0.340 -0.512 0.118
H 0.02225 7.07393 -0.78358 -0.009 -0.147 0.459
C 1.87917 -3.10471 6.49671 -0.757 -2.143 1.271
O 6.26112 3.29014 -5.44722 -2.135 -0.958 1.583
C -6.99547 2.53233 -2.73715 -1.664 6.783 -3.024
H -6.20298 0.87504 -2.12061 -0.877 -0.574 0.260
S -0.32475 -0.43248 -0.12431 -1.227 -2.177 -1.615
C 5.37905 2.69151 -4.77766 2.073 0.715 1.363
O -8.00032 3.25219 -2.95023 1.341 -0.325 0.403
H -5.41246 3.64689 -3.40672 0.015 -0.355 0.289
H 1.83061 -1.57906 5.19584 0.433 0.548 0.438
O 1.24564 7.80422 1.17629 0.143 -0.244 0.426
O 7.68832 3.89949 2.03859 0.003 0.060 0.660
H -3.88613 1.00255 7.34545 0.934 -0.828 0.000
H -3.28248 -5.02050 0.49026 0.600 -0.762 -0.762
H -4.26047 -3.71468 0.96470 -0.728 1.204 0.090
H -3.79404 1.58564 4.23524 -0.363 0.371 -0.169
N -5.19070 -4.05091 0.76046 -0.263 3.234 1.486
H 2.77798 -1.46516 6.75272 0.023 0.790 -0.849
H 4.84678 -4.43686 -3.81559 -0.139 0.001 0.528
C -4.85730 1.54981 5.88951 -5.381 1.478 2.808
N -7.04818 1.34299 -2.41518 -2.690 -8.122 3.006
H 4.38144 2.10474 -3.06253 0.441 0.459 0.126
O -5.89454 1.80098 6.53277 0.598 0.000 0.016
H 9.38965 3.16419 3.61972 0.303 -0.555 0.609
O 2.25334 -3.63729 7.52590 0.659 0.164 1.142
O -1.49710 -0.36219 -1.07209 -0.025 0.379 0.442
N 8.49927 2.71393 3.77652 6.366 -0.495 2.175
H 2.79752 -5.25913 -1.06980 -0.374 -0.389 -0.155
H -5.22600 2.56040 4.27099 -0.005 -0.498 -0.217
O 0.89235 -0.28513 -0.94339 1.022 0.747 -0.035
H 0.50839 -4.47900 6.00949 0.309 0.118 -0.475
H 6.47867 1.81879 4.09501 -0.290 0.255 -0.512
N 4.07121 -4.60459 -3.19073 -1.032 3.610 -0.292
C 7.58202 3.19354 3.03324 -2.498 0.232 -2.131
O 4.87950 -6.57142 -2.98618 -0.889 -1.668 0.329
H 8.26296 2.21797 4.62404 0.649 0.463 -0.228
H -5.10799 2.01935 -2.77506 0.653 0.989 -0.456
N 2.12179 -1.88845 6.11214 1.736 2.962 0.271
H 0.13212 4.97979 2.01973 0.322 0.137 0.035
H -5.95839 -3.40690 0.63391 0.335 -0.170 0.172
H -4.28895 -2.28083 -6.49711 0.188 -0.347 0.173
H -2.99522 0.78878 5.80400 -0.199 0.154 0.579
H 3.99492 1.17132 -4.56561 0.318 0.151 -0.527
N 1.07316 -3.71806 5.66007 -1.834 -1.842 -2.064
H -0.63646 5.64151 -0.04850 0.208 0.134 -0.237
H 4.84754 1.43070 -6.09915 -0.775 -0.570 0.043
N -3.97364 -5.61004 0.04885 6.178 -2.926 -1.034
O -0.45933 0.52529 0.96190 0.104 1.985 0.966
H 0.92760 -3.29131 4.75630 -0.621 -0.549 0.118
N -0.06136 6.46889 0.02080 -2.139 -1.138 -2.692
N 4.62973 1.69685 -5.14950 -1.306 -2.852 -5.304
N 0.59392 5.87728 2.05658 0.211 -2.658 3.775
H -0.90437 -0.98063 -7.70482 -0.223 0.192 0.317
H 3.70387 -3.86991 -2.60300 -0.024 0.702 -0.802
O -6.14561 -5.77553 -0.23103 -2.511 -1.507 -2.014
O -0.30721 -1.77857 0.50493 0.023 -0.989 0.314
C 0.61205 6.73608 1.10980 1.618 4.308 -1.919
H -7.99050 1.08591 -2.15818 0.418 -0.884 0.316
N -3.29907 -2.21003 -6.30944 -4.595 -1.714 5.973
C -2.61723 -1.78209 -7.28687 -2.001 -1.798 -2.036
H -1.53098 -0.70407 -6.08943 0.549 -0.101 -0.243
C -5.15604 -5.17755 0.07070 -3.740 0.861 1.581
H 5.70800 2.82449 2.87710 -0.573 -0.584 0.485
N 5.06177 2.73410 -3.46397 1.760 3.064 2.616

Entry 3:
72
Properties=species:S:1:pos:R:3:forces:R:3 method="wB97M-V/def2-TZVPD" homo_lumo_gap_ev=9.379 lumo_energy_ev=0.04 relative_energy_ev=1.9016 homo_ev=-9.3440
N 2.45234 -0.03490 3.33613 0.062 -0.287 -0.327
N 0.90661 4.44653 -2.41148 -0.026 0.318 0.788
O 4.41201 -4.77641 -1.91880 0.933 -0.001 0.355
H -0.94474 2.34605 -0.86955 -0.067 0.186 0.467
N -0.15265 -2.21091 -2.68608 -0.866 -0.150 -0.342
H -0.06068 4.65307 -2.21574 -0.017 0.278 -0.635
H 4.34182 -0.72096 4.66117 0.798 -0.308 0.274
H -2.60036 -2.36041 3.58298 0.128 -0.030 0.309
C -4.07414 -2.18244 -1.16199 1.610 1.470 -0.303
N 4.67954 -0.25909 3.84259 -0.278 0.289 -1.109
N -0.68834 -0.09503 -0.15665 -1.159 -0.409 0.311
H -0.66508 -2.04367 -3.53335 -0.116 0.024 0.079
H -2.35023 -0.67033 2.30707 0.375 0.719 -0.448
N -3.15015 -0.13123 2.59253 0.807 -1.157 -0.264
H 1.22636 4.20974 -3.33569 -0.402 0.170 -0.132
N -0.86401 3.48005 2.36208 0.305 -0.547 -0.318
C -4.02887 -0.88713 3.29255 -1.808 1.628 0.756
N -3.54766 -2.07895 3.74648 -0.460 -0.336 0.069
N -5.24429 -1.57501 -1.44971 -1.648 -0.930 -0.037
H -0.68741 -0.31296 -1.13469 0.297 0.001 -0.126
H 1.22647 -1.33666 -4.62413 -0.092 -0.057 -0.019
O 2.34503 2.80886 -1.84093 -0.368 1.058 0.908
N 4.63392 -2.53515 -1.95750 -0.340 -1.156 0.017
H -5.45516 -0.59655 -1.52114 0.866 0.231 0.354
N -4.04771 -3.51979 -1.37695 -0.477 -0.881 0.006
N 1.74390 -1.59932 -3.80862 0.464 -0.149 -0.128
H 1.48048 3.10459 0.43411 -0.236 0.248 0.235
N -1.94118 2.24109 -0.94514 -0.726 0.004 -0.204
O -2.13172 4.40116 3.99737 0.612 -0.329 -0.064
N 6.52310 -3.83483 -2.01508 0.502 -0.983 0.128
H -1.46502 1.46646 3.34364 -0.319 -0.979 0.847
H -4.02698 -2.31478 4.60228 0.311 -0.527 -0.150
N -1.59590 1.51027 -3.10424 0.963 -0.574 0.131
O 0.30197 0.60333 1.76059 -0.442 0.507 -0.962
H 1.67995 0.21324 2.70559 0.339 -0.091 0.268
H -0.68799 -2.36160 -1.84489 0.213 -0.162 0.045
H -2.60427 2.70701 -0.34882 0.354 0.047 0.296
H 2.33232 0.61429 0.13614 0.468 -0.590 -0.026
H 5.20716 -1.73278 -2.12022 -0.181 0.291 0.397
O 1.85716 -2.27722 -1.64227 -0.887 -0.154 -1.042
H -0.77767 4.38186 1.93920 0.071 0.096 0.147
N -1.76430 2.14980 4.01699 1.226 1.219 -1.011
H -1.99050 1.53535 -4.02727 0.090 -0.073 -0.022
H 1.46819 -0.57923 -0.91648 0.972 0.427 0.337
N 0.95708 3.63990 -0.24439 -0.022 -0.142 0.685
C -2.47991 1.81499 -2.11273 -1.653 1.163 -1.402
H 2.23884 -0.31007 4.27502 -0.016 -0.028 0.059
H -0.37058 2.66744 2.01566 0.110 0.120 -0.028
H 0.32371 4.37082 0.02234 0.239 0.100 0.307
H 3.64253 -2.55582 -1.69451 0.410 0.861 -0.291
O -3.06141 -1.55458 -0.83523 -0.151 -0.423 -0.118
O 4.01974 0.45913 1.77170 0.176 -0.532 0.314
H -1.61194 0.03931 0.22039 0.109 -0.213 0.073
H 2.73906 -1.45433 -3.79713 -0.015 -0.120 -0.049
H 6.96576 -4.73595 -2.07075 -0.142 0.005 -0.096
C 3.74069 0.01907 2.88890 -1.034 1.459 -0.070
H -3.20420 -4.05665 -1.30508 0.173 0.334 0.279
O -5.15683 -0.49658 3.60880 0.951 -0.378 -0.331
O -3.68482 1.83260 -2.39083 0.750 -0.316 0.995
H 5.60558 -0.23663 3.44835 0.177 -0.438 0.748
C -1.58220 3.41105 3.51914 -1.656 0.909 0.690
H -4.83508 -4.01119 -1.75879 -0.056 0.121 -0.044
H 7.07784 -3.05582 -2.30851 -0.130 0.227 0.069
H -3.34637 0.77390 2.21323 -0.369 -0.110 -0.085
C 1.18747 -2.09032 -2.67482 0.735 0.505 1.182
C 1.49614 3.63529 -1.47431 0.837 -2.084 -2.240
N 1.56895 -0.00998 -0.07924 -1.313 0.527 0.508
H -6.06038 -2.16267 -1.38726 -0.070 0.155 -0.196
C 5.15746 -3.80531 -1.94787 -0.777 0.772 -0.639
H -2.36427 2.07149 4.81369 -0.159 -0.514 -0.134
C 0.38965 0.21112 0.56616 1.050 -0.303 0.251
H -0.62380 1.74435 -2.97403 -0.005 -0.009 -0.293